Here is a 6-piece molecular cluster, C40H43BNO22 overall from the Open Molecules 2025 dataset. Energies are from ωB97M-V/def2-TZVPD.

Each atom is followed by the atoms it is bonded to, with distances in Å.
Atoms and positions in Å:
1 C 3.1810 -3.5240 1.1133  C2 1.541, H15 1.086, H16 1.083, H17 1.089
2 C 3.3890 -1.9973 1.1159  C1 1.541, C3 1.535, H18 1.089, H19 1.085
3 C 2.1345 -1.1124 1.1142  C2 1.535, C4 1.527, C5 1.545, H20 1.088
4 C 1.0868 -1.5804 0.1072  C3 1.527, H21 1.084, H22 1.091, H23 1.087
5 C 1.6082 -0.8282 2.5388  C3 1.545, C6 1.538, C14 1.510, H24 1.088
6 C 0.3276 0.0229 2.5379  C5 1.538, C7 1.538, H25 1.087, H26 1.083
7 C -0.9157 -0.6019 3.1923  C6 1.538, C8 1.531, H27 1.084, H28 1.086
8 C -1.0625 -2.1235 3.1011  C7 1.531, B9 1.614, N13 1.518, H29 1.089
9 B -2.0401 -2.6918 1.9494  C8 1.614, O10 1.367, O11 1.350
10 O -2.4043 -4.0038 2.0699  B9 1.367, H30 0.965
11 O -2.4512 -1.9527 0.8970  B9 1.350, C12 1.455
12 C -3.9047 -1.9369 0.8267  O11 1.455, H31 1.084, H32 1.082, H33 1.087
13 N 0.2643 -2.8557 3.0197  C8 1.518, C14 1.487, H34 1.019, H35 1.023
14 C 1.4405 -2.0407 3.4233  C5 1.510, N13 1.487, H36 1.083, H37 1.088
15 H 2.1425 -3.8284 1.0190  C1 1.086
16 H 3.7499 -4.0064 0.3287  C1 1.083
17 H 3.5505 -3.9573 2.0410  C1 1.089
18 H 3.9907 -1.7327 1.9842  C2 1.089
19 H 3.9826 -1.7139 0.2526  C2 1.085
20 H 2.4612 -0.1406 0.7495  C3 1.088
21 H 0.2968 -0.8555 -0.0507  C4 1.084
22 H 0.6222 -2.5412 0.3324  C4 1.091
23 H 1.5754 -1.7143 -0.8550  C4 1.087
24 H 2.3824 -0.2446 3.0320  C5 1.088
25 H 0.5434 0.9298 3.0962  C6 1.087
26 H 0.0769 0.3591 1.5397  C6 1.083
27 H -1.0004 -0.2722 4.2220  C7 1.084
28 H -1.7848 -0.1941 2.6838  C7 1.086
29 H -1.5166 -2.4640 4.0302  C8 1.089
30 H -2.3645 -4.3130 2.9835  O10 0.965
31 H -4.3023 -2.9414 0.7422  C12 1.084
32 H -4.2082 -1.3681 -0.0418  C12 1.082
33 H -4.3109 -1.4725 1.7214  C12 1.087
34 H 0.4101 -3.2534 2.0933  N13 1.019
35 H 0.1854 -3.6564 3.6523  N13 1.023
36 H 2.3173 -2.6744 3.4682  C14 1.083
37 H 1.2436 -1.7164 4.4431  C14 1.088
38 C -2.6743 3.1385 -3.4637  C39 1.341, C44 1.451, H48 1.077
39 C -3.8019 2.4934 -3.1320  C38 1.341, C40 1.505, O47 1.325
40 C -3.8987 1.6366 -1.8980  C39 1.505, O41 1.217, C42 1.452
41 O -4.9613 1.0939 -1.6583  C40 1.217
42 C -2.7179 1.5016 -1.0632  C40 1.452, C43 1.337, H49 1.082
43 C -1.5883 2.1301 -1.4036  C42 1.337, C44 1.504, O46 1.327
44 C -1.4980 3.0040 -2.6247  C38 1.451, C43 1.504, O45 1.217
45 O -0.4288 3.5419 -2.8456  C44 1.217
46 O -0.4625 2.0186 -0.7095  C43 1.327, H50 0.979
47 O -4.9120 2.5558 -3.8534  C39 1.325, H51 0.976
48 H -2.5961 3.7543 -4.3443  C38 1.077
49 H -2.7858 0.8777 -0.1820  C42 1.082
50 H 0.2044 2.5689 -1.1690  O46 0.979
51 H -5.5764 2.0072 -3.3941  O47 0.976
52 C 5.1200 2.1828 -1.8290  C53 1.342, C58 1.445, H62 1.081
53 C 6.1132 3.0703 -1.9964  C52 1.342, C54 1.509, O61 1.319
54 C 6.3347 4.2130 -1.0368  C53 1.509, O55 1.214, C56 1.454
55 O 7.2698 4.9545 -1.2589  C54 1.214
56 C 5.4218 4.3605 0.0850  C54 1.454, C57 1.338, H63 1.081
57 C 4.4285 3.4778 0.2437  C56 1.338, C58 1.506, O60 1.327
58 C 4.2287 2.3210 -0.6999  C52 1.445, C57 1.506, O59 1.224
59 O 3.3140 1.5455 -0.4567  C58 1.224
60 O 3.5473 3.5447 1.2338  C57 1.327, H64 0.975
61 O 6.9715 3.0185 -2.9960  C53 1.319, H65 0.978
62 H 4.9561 1.3589 -2.5089  C52 1.081
63 H 5.5760 5.1918 0.7580  C56 1.081
64 H 2.9219 2.8101 1.0915  O60 0.975
65 H 7.5839 3.7722 -2.8766  O61 0.978
66 C -1.7153 -7.1587 5.4192  C67 1.346, C72 1.436, H76 1.081
67 C -1.7463 -8.5044 5.3973  C66 1.346, C68 1.509, O75 1.311
68 C -0.9633 -9.3014 4.3837  C67 1.509, O69 1.210, C70 1.458
69 O -1.0319 -10.5082 4.4428  C68 1.210
70 C -0.1784 -8.5723 3.3952  C68 1.458, C71 1.335, H77 1.081
71 C -0.1605 -7.2376 3.4247  C70 1.335, C72 1.505, O74 1.336
72 C -0.9214 -6.4481 4.4559  C66 1.436, C71 1.505, O73 1.236
73 O -0.8471 -5.2147 4.4534  C72 1.236
74 O 0.5306 -6.5108 2.5419  C71 1.336, H78 0.968
75 O -2.4449 -9.2204 6.2453  C67 1.311, H79 0.979
76 H -2.2672 -6.5800 6.1461  C66 1.081
77 H 0.3672 -9.1452 2.6589  C70 1.081
78 H 0.3513 -5.5878 2.7734  O74 0.968
79 H -2.2934 -10.1615 6.0216  O75 0.979
80 C -0.4758 2.0788 -6.6136  C81 1.339, C86 1.453, H90 1.082
81 C -1.7108 2.2868 -7.0879  C80 1.339, C82 1.505, O89 1.326
82 C -2.2753 1.4987 -8.2396  C81 1.505, O83 1.216, C84 1.452
83 O -3.4154 1.7504 -8.5798  C82 1.216
84 C -1.4339 0.4962 -8.8678  C82 1.452, C85 1.340, H91 1.081
85 C -0.1962 0.2879 -8.3983  C84 1.340, C86 1.507, O88 1.324
86 C 0.3579 1.0601 -7.2293  C80 1.453, C85 1.507, O87 1.217
87 O 1.4836 0.7861 -6.8580  C86 1.217
88 O 0.6369 -0.6056 -8.9098  C85 1.324, H92 0.977
89 O -2.5399 3.1902 -6.5820  C81 1.326, H93 0.979
90 H -0.0650 2.6404 -5.7849  C80 1.082
91 H -1.8406 -0.0553 -9.7034  C84 1.081
92 H 1.4580 -0.5481 -8.3835  O88 0.977
93 H -3.3670 3.1295 -7.1016  O89 0.979
94 C -2.5861 5.4919 2.1270  C95 1.337, C100 1.456, H104 1.081
95 C -1.5460 4.7133 1.8118  C94 1.337, C96 1.505, O103 1.331
96 C -0.3213 5.2495 1.1195  C95 1.505, O97 1.220, C98 1.446
97 O 0.5751 4.4510 0.9026  C96 1.220
98 C -0.2851 6.6475 0.7513  C96 1.446, C99 1.342, H105 1.081
99 C -1.3277 7.4338 1.0609  C98 1.342, C100 1.509, O102 1.320
100 C -2.5426 6.9061 1.7830  C94 1.456, C99 1.509, O101 1.214
101 O -3.4313 7.6935 2.0351  C100 1.214
102 O -1.3791 8.7197 0.7671  C99 1.320, H106 0.978
103 O -1.4922 3.4080 2.0657  C95 1.331, H107 0.979
104 H -3.4690 5.1177 2.6255  C94 1.081
105 H 0.5914 7.0164 0.2379  C98 1.081
106 H -2.2351 9.0497 1.1055  O102 0.978
107 H -0.6336 3.1112 1.7016  O103 0.979

Total charge: +1
Multiplicity: 1
Energy relative to the best compared isomer or geometry (same formula, charge and spin): 0.0000 eV

---

Here is an isolated ion of composition C5H13N2 and charge +1 from the Open Molecules 2025 dataset. Energies are from ωB97M-V/def2-TZVPD.

Each atom is followed by the atoms it is bonded to, with distances in Å.
Atoms and positions in Å:
1 C -0.7522 -0.5640 2.6093  C2 1.479, H8 1.103, H9 1.129, H10 1.061
2 C -0.0634 0.5241 1.8817  C1 1.479, C3 1.547, H11 1.066, H12 1.051
3 C 0.9758 0.0613 0.8326  C2 1.547, C4 1.560, H13 1.057, H14 1.096
4 C 0.5014 -0.3915 -0.5830  C3 1.560, N5 1.480, H15 1.083, H16 1.141
5 N -0.3565 0.6571 -1.1797  C4 1.480, C6 1.283, H17 1.018
6 C -0.5980 0.6298 -2.4392  N5 1.283, N7 1.335, H18 1.046
7 N -0.1377 -0.3243 -3.2512  C6 1.335, H19 1.072, H20 0.994
8 H -1.1888 -0.2518 3.5726  C1 1.103
9 H 0.1290 -1.2243 2.8564  C1 1.129
10 H -1.4697 -1.1475 2.0893  C1 1.061
11 H 0.4913 1.2424 2.4414  C2 1.066
12 H -0.6933 1.1188 1.2865  C2 1.051
13 H 1.7215 0.8037 0.7360  C3 1.057
14 H 1.5435 -0.7655 1.2735  C3 1.096
15 H -0.0135 -1.3184 -0.3625  C4 1.083
16 H 1.4195 -0.6007 -1.2279  C4 1.141
17 H -0.5787 1.4599 -0.5953  N5 1.018
18 H -0.5501 1.5974 -2.8337  C6 1.046
19 H 0.0081 -1.3284 -2.9052  N7 1.072
20 H -0.3881 -0.1778 -4.2018  N7 0.994

SMILES: CCCCNC=[NH2+]
Total charge: +1
Multiplicity: 1
Energy relative to the best compared isomer or geometry (same formula, charge and spin): 2.0060 eV

---

Here is a 2-piece molecular cluster, C4H3NO overall from the Open Molecules 2025 dataset. Energies are from ωB97M-V/def2-TZVPD.

Each atom is followed by the atoms it is bonded to, with distances in Å.
Atoms and positions in Å:
1 C -1.0393 -0.4748 1.7225  C2 1.162, H7 1.034
2 C -0.6375 0.6081 1.8472  C1 1.162, H8 1.067
3 C 0.5328 -0.0994 -1.4873  C4 1.298, N5 1.234
4 C 1.6335 -0.6112 -1.0281  C3 1.298, O6 1.164
5 N 0.0974 0.8020 -2.2088  C3 1.234, H9 0.996
6 O 2.1394 -1.3182 -0.2539  C4 1.164
7 H -1.2523 -1.4613 1.4979  C1 1.034
8 H -0.5817 1.6484 2.0786  C2 1.067
9 H -0.8923 0.9063 -2.1681  N5 0.996

SMILES: N=C=C=O.C#C
Multiplicity: 1
Energy relative to the best compared isomer or geometry (same formula, charge and spin): 4.2030 eV

---

In the order shown, the computed gap between HOMO and LUMO values come out to 6.69, 10.86, 7.70 eV.
In the order shown, the computed E_LUMO values come out to -4.4, -4.0, -0.9 eV.
In the order shown, the computed E_tot values come out to -3284.77325, -307.54789, -284.01865 hartree.